(a)
ORCA calculation (the ωB97M-V functional and the def2-TZVPD basis) on an isolated molecule of C3H7N2P.

For the orbital gap (spin up / spin down), the calculation gives 0.2804 / 0.2804 hartree. Its HOMO energy (spin up / spin down) is -7.67 / -7.67 eV. The value obtained for the LUMO energy (spin up / spin down) is -0.0016 / -0.0016 hartree.

Geometry as ORCA input:
```
! wB97M-V def2-TZVPD RIJCOSX def2/J DEFGRID3
* xyz 0 1
P -0.414 2.289 1.447
N -0.416 0.274 0.624
N 0.592 -0.450 1.193
C 1.173 -1.182 0.324
C 0.659 -0.954 -1.099
C -0.548 -0.035 -0.778
H -1.747 2.662 0.964
H -0.518 0.985 -1.272
H 1.890 -1.938 0.407
H -1.438 -0.592 -1.060
H 0.463 -1.931 -1.556
H -1.156 1.569 2.509
H 1.460 -0.698 -1.704
*
```

=====

(b)
ORCA calculation (the ωB97M-V functional and the def2-TZVPD basis) on a structure of composition C3H7N2P.

For the orbital gap, the calculation gives 0.3236 hartree. Its HOMO energy is -9.09 eV. The value obtained for the LUMO energy is -0.0105 hartree.

Geometry as ORCA input:
```
! wB97M-V def2-TZVPD RIJCOSX def2/J DEFGRID3
* xyz 0 1
P -2.687 0.565 -0.112
N 1.808 1.635 -0.412
N 0.609 1.778 -0.782
C 0.485 -0.125 0.792
C -0.237 0.660 -0.233
C 1.896 0.416 0.423
H 0.167 0.032 1.758
H 2.370 -0.381 -0.175
H -2.420 1.258 1.070
H -0.424 0.022 -1.210
H 0.388 -1.163 0.548
H -2.687 -0.666 0.509
H 2.685 0.559 1.110
*
```

=====

(c)
ORCA calculation (the ωB97M-V functional and the def2-TZVPD basis) on an isolated molecule of C3H7N2P.

For the orbital gap, the calculation gives 0.3364 hartree. Its HOMO energy is -8.18 eV. The value obtained for the LUMO energy is 0.0359 hartree.

Geometry as ORCA input:
```
! wB97M-V def2-TZVPD RIJCOSX def2/J DEFGRID3
* xyz 0 1
P 0.165 1.973 0.284
N -1.989 1.018 -0.658
N -1.466 2.043 -0.326
C 1.100 -0.268 -0.642
C -2.822 0.283 -1.037
C 0.443 0.144 0.616
H -0.136 2.391 1.688
H 1.463 -1.312 -0.783
H 2.070 0.214 -0.766
H -3.289 -0.100 -1.942
H -0.514 -0.206 0.719
H 0.911 -0.009 1.553
H 0.475 0.221 -1.528
*
```

=====

It comes down to (a), which is 56.4 kJ/mol more stable than the next structure.

=====

(a)
ORCA calculation (the ωB97M-V functional and the def2-TZVPD basis) on the ion C4H9N2O with charge +1.

As for the expectation value of S²: 2.02. For the orbital gap (spin up / spin down), the calculation gives 0.2724 / 0.2768 hartree. Its HOMO energy (spin up / spin down) is -11.53 / -14.74 eV. The value obtained for the LUMO energy (spin up / spin down) is -0.1513 / -0.2647 hartree.

Geometry as ORCA input:
```
! wB97M-V def2-TZVPD RIJCOSX def2/J DEFGRID3
* xyz 1 3
O 1.931 -0.780 -0.030
N 0.590 1.291 -0.434
N -2.333 -0.529 -0.393
C 0.876 -1.429 -0.117
C -0.457 0.837 0.476
C -1.045 -0.648 0.300
C 1.887 0.732 -0.077
H -0.028 1.051 1.537
H -2.689 0.324 -0.940
H 2.022 1.031 0.987
H -1.323 1.467 0.390
H -0.983 -1.457 1.055
H 2.867 0.894 -0.727
H -2.798 -1.387 -0.557
H 0.951 -2.480 0.003
H 0.533 1.083 -1.473
*
```

=====

(b)
ORCA calculation (the ωB97M-V functional and the def2-TZVPD basis) on a cluster of 2 separate species, C4H9N2O in total.

As for the expectation value of S²: 2.02. For the orbital gap (spin up / spin down), the calculation gives 0.2118 / 0.2287 hartree. Its HOMO energy (spin up / spin down) is -10.65 / -13.79 eV. The value obtained for the LUMO energy (spin up / spin down) is -0.1794 / -0.2779 hartree.

Geometry as ORCA input:
```
! wB97M-V def2-TZVPD RIJCOSX def2/J DEFGRID3
* xyz 1 3
O 0.661 0.502 0.726
N 1.391 -0.384 0.160
N 2.305 -2.510 -0.254
C -1.687 2.141 0.428
C -0.988 1.568 -0.712
C 1.418 -1.665 0.378
C -2.042 0.738 -0.054
H 2.024 -0.009 -0.568
H -1.199 2.485 1.251
H 2.764 -2.206 -1.096
H -2.443 2.809 0.077
H 1.945 -3.502 -0.232
H -0.214 1.503 -1.573
H 0.777 -2.069 1.229
H -3.065 0.683 -0.303
H -1.646 -0.084 0.544
*
```

=====

It comes down to (a), which is 69.6 kJ/mol more stable than the next structure.

=====

(a)
ORCA calculation (the ωB97M-V functional and the def2-TZVPD basis) on a structure of composition C7H16.

For the orbital gap, the calculation gives 0.3331 hartree. Its HOMO energy is -8.01 eV. The value obtained for the LUMO energy is 0.0387 hartree.

Geometry as ORCA input:
```
! wB97M-V def2-TZVPD RIJCOSX def2/J DEFGRID3
* xyz 0 1
C -0.882 1.169 -2.015
C 0.829 -0.379 0.145
C 1.995 -0.383 1.107
C -1.393 0.645 -0.669
C -1.021 0.064 1.758
C -0.346 0.521 0.458
C 0.458 -1.736 -0.373
H 0.103 1.511 0.613
H -1.855 0.736 1.997
H -0.325 0.080 2.606
H 1.222 -0.984 -1.097
H -2.171 1.328 -0.299
H -1.721 1.324 -2.706
H -0.185 0.473 -2.498
H 2.269 0.654 1.332
H 1.490 0.443 -0.895
H -0.360 2.127 -1.896
H 2.873 -0.886 0.680
H -0.450 -1.910 -0.969
H 1.057 -2.614 -0.155
H 1.726 -0.906 2.030
H -1.417 -0.955 1.661
H -1.896 -0.322 -0.814
*
```

=====

(b)
ORCA calculation (the ωB97M-V functional and the def2-TZVPD basis) on an isolated molecule of C7H16.

For the orbital gap, the calculation gives 0.3559 hartree. Its HOMO energy is -8.54 eV. The value obtained for the LUMO energy is 0.0422 hartree.

Geometry as ORCA input:
```
! wB97M-V def2-TZVPD RIJCOSX def2/J DEFGRID3
* xyz 0 1
C 2.422 0.189 -0.969
C -2.040 -0.700 -0.794
C -0.898 1.526 -0.449
C -0.427 -0.756 1.996
C -0.701 0.026 -0.743
C 1.631 0.012 0.342
C 0.258 -0.651 0.251
H 1.934 0.889 -1.660
H -1.605 1.971 -1.159
H -1.306 1.682 0.558
H 0.355 -1.118 2.692
H 3.425 0.589 -0.758
H 0.041 -1.600 0.691
H 1.493 1.012 0.785
H -1.886 -1.761 -1.020
H -0.679 0.266 2.183
H -2.697 -0.272 -1.558
H -0.266 -0.032 -1.761
H -1.319 -1.409 2.171
H 0.037 2.095 -0.520
H 2.242 -0.563 1.040
H 2.543 -0.767 -1.489
H -2.556 -0.626 0.170
*
```

=====

It comes down to (b), which is 134.7 kJ/mol more stable than the next structure.

=====

(a)
ORCA calculation (the ωB97M-V functional and the def2-TZVPD basis) on the ion C7H12N3 with charge +1.

As for the expectation value of S²: 2.02. For the orbital gap (spin up / spin down), the calculation gives 0.2528 / 0.2088 hartree. Its HOMO energy (spin up / spin down) is -10.16 / -13.67 eV. The value obtained for the LUMO energy (spin up / spin down) is -0.1205 / -0.2935 hartree.

Geometry as ORCA input:
```
! wB97M-V def2-TZVPD RIJCOSX def2/J DEFGRID3
* xyz 1 3
N -0.009 1.706 0.261
N -3.056 -1.565 -0.479
N -1.380 0.007 -0.137
C -0.038 0.427 -0.124
C 2.369 0.348 -0.918
C -1.846 -1.223 -0.455
C 1.381 -1.156 1.120
C 1.208 -0.460 -0.254
C -2.100 1.112 0.292
C -1.304 2.145 0.519
H 1.231 -0.437 1.904
H 1.000 -1.254 -0.903
H -3.223 1.149 0.595
H 2.932 1.052 -0.308
H 0.830 2.178 0.081
H 3.131 -0.345 -1.133
H 0.505 -1.744 1.465
H 1.857 0.817 -1.739
H -1.001 -1.864 -0.868
H -3.494 -2.422 -0.831
H 2.390 -1.692 1.110
H -1.381 3.224 0.803
*
```

=====

(b)
ORCA calculation (the ωB97M-V functional and the def2-TZVPD basis) on a structure of composition C7H12N3.

As for the expectation value of S²: 2.01. For the orbital gap (spin up / spin down), the calculation gives 0.2233 / 0.2289 hartree. Its HOMO energy (spin up / spin down) is -9.24 / -12.99 eV. The value obtained for the LUMO energy (spin up / spin down) is -0.1161 / -0.2485 hartree.

Geometry as ORCA input:
```
! wB97M-V def2-TZVPD RIJCOSX def2/J DEFGRID3
* xyz 1 3
N -0.990 0.811 -0.777
N -2.018 0.508 0.061
N 1.298 0.300 -0.491
C 3.615 -0.281 -0.268
C 2.848 -1.201 0.652
C -2.567 -0.741 0.624
C -3.848 -0.384 0.459
C 0.067 0.474 -0.081
C 2.417 0.240 0.406
C -3.411 0.814 -0.353
H -3.660 1.857 0.080
H -4.885 -0.574 0.832
H 2.636 0.779 1.309
H -3.439 0.684 -1.469
H 4.608 0.195 -0.134
H 2.255 -1.759 0.058
H -2.090 -1.610 1.053
H -1.085 1.225 -1.757
H 3.492 -0.530 -1.300
H 1.559 0.486 -1.416
H -0.121 0.161 0.950
H 3.319 -1.456 1.562
*
```

=====

It comes down to (a), which is 328.3 kJ/mol more stable than the next structure.

=====

(a)
ORCA calculation (the ωB97M-V functional and the def2-TZVPD basis) on a cluster of 2 separate species, C2H6BClO2 in total.

For the orbital gap (spin up / spin down), the calculation gives 0.3055 / 0.3087 hartree. Its HOMO energy (spin up / spin down) is -8.44 / -8.23 eV. The value obtained for the LUMO energy (spin up / spin down) is -0.0046 / 0.0062 hartree.

Geometry as ORCA input:
```
! wB97M-V def2-TZVPD RIJCOSX def2/J DEFGRID3
* xyz 0 1
Cl 2.493 0.498 -0.096
O 0.235 -1.435 1.207
O -0.778 -1.556 -1.098
C -0.399 1.844 0.338
C 0.945 0.017 -0.630
B 0.101 -1.098 -0.137
H -1.533 -2.161 -0.895
H -1.254 1.515 -0.260
H -0.452 -2.009 1.495
H 0.416 2.517 0.245
H -0.566 1.421 1.458
H 0.793 0.447 -1.627
*
```

=====

(b)
ORCA calculation (the ωB97M-V functional and the def2-TZVPD basis) on an isolated molecule of C2H6BClO2.

For the orbital gap, the calculation gives 0.3774 hartree. Its HOMO energy is -10.12 eV. The value obtained for the LUMO energy is 0.0054 hartree.

Geometry as ORCA input:
```
! wB97M-V def2-TZVPD RIJCOSX def2/J DEFGRID3
* xyz 0 1
Cl 0.360 -1.384 1.790
O 0.772 -1.028 -1.461
O 1.694 1.061 -0.662
C -0.056 0.009 0.797
C -1.543 0.087 0.574
B 0.826 0.023 -0.542
H -2.102 -0.720 -0.069
H 2.351 1.113 -1.461
H 0.325 0.863 1.416
H -2.131 -0.132 1.494
H -1.902 1.054 0.250
H 1.407 -0.946 -2.126
*
```

=====

(c)
ORCA calculation (the ωB97M-V functional and the def2-TZVPD basis) on a cluster of 2 separate species, C2H6BClO2 in total.

For the orbital gap (spin up / spin down), the calculation gives 0.2956 / 0.2107 hartree. Its HOMO energy (spin up / spin down) is -9.80 / -8.77 eV. The value obtained for the LUMO energy (spin up / spin down) is -0.0646 / -0.1115 hartree.

Geometry as ORCA input:
```
! wB97M-V def2-TZVPD RIJCOSX def2/J DEFGRID3
* xyz 0 1
Cl -1.179 -2.497 0.789
O 1.157 -0.527 1.711
O 1.422 -0.677 -0.685
C -1.022 1.138 -0.999
C -0.499 0.610 0.251
B 0.752 -0.313 0.436
H 2.175 -1.258 -0.575
H -1.196 2.214 -0.890
H -2.014 0.716 -1.188
H 1.856 -1.165 1.854
H -1.085 0.824 1.134
H -0.366 0.934 -1.839
*
```

=====

It comes down to (b), which is 210.7 kJ/mol more stable than the next structure.